# 1
# C5H16N3

The ion C5H16N3 with charge +1 in a non-equilibrium geometry (wB97M-V/def2-TZVPD, the Open Molecules 2025 dataset).

Results
DFT total energy = -9907.5348 eV
SMILES = NCCCNCC[NH3+]
gap between HOMO and LUMO = 8.5 eV
max |F| = 0.0454 hartree/bohr
total charge = +1

Element x y z (Å)
N -0.217 -3.719 -0.574
C -0.839 -2.464 -0.050
C -0.637 -1.341 -1.068
C 0.654 -0.620 -0.673
N 0.267 0.432 0.263
C 1.260 1.448 0.765
C 0.439 2.675 1.182
N -0.770 2.759 0.288
H -0.769 -4.064 -1.346
H 0.743 -3.508 -0.860
H -0.337 -2.188 0.872
H -1.907 -2.605 0.162
H -1.449 -0.605 -1.274
H -0.561 -1.741 -2.100
H 1.390 -1.305 -0.244
H 1.184 -0.209 -1.566
H -0.349 0.036 0.958
H 1.982 1.658 -0.045
H 1.902 0.999 1.598
H 0.212 2.500 2.221
H 0.982 3.620 1.057
H -0.791 1.860 -0.281
H -0.827 3.625 -0.235
H -1.562 2.758 0.950

Mulliken population analysis, charges in e, atoms 1 to 4:
1. N -0.606
2. C -0.631
3. C -0.542
4. C -0.753



# 2
# C2H3O3S

A structure of composition C2H3O3S in a non-equilibrium geometry (wB97M-V/def2-TZVPD, the Open Molecules 2025 dataset).

Results
DFT total energy = -19098.5147 eV
gap between HOMO and LUMO = 7.3 eV
max |F| = 0.0436 hartree/bohr
total charge = -1

Element x y z (Å)
C -1.440 0.510 -0.289
C -0.999 0.053 -1.353
O -1.114 2.593 3.243
O -2.123 0.999 0.660
O -3.083 1.149 3.314
S -2.350 2.191 2.599
H 6.335 -3.621 -3.128
H -0.858 -0.383 -2.293
H 5.632 -3.491 -2.753

Mulliken population analysis, charges in e, atoms 1 to 4:
1. C 0.121
2. C -0.643
3. O -0.487
4. O -0.705